(1)
C3H4NOS2 | ωB97M-V/def2-TZVPD

```
11
Properties=species:S:1:pos:R:3:forces:R:3:mulliken_charge:R:1
H -0.416 1.505 0.369 0.0 0.2 1.0 0.28
C 0.285 1.810 -0.374 -1.7 -2.0 -3.9 -0.86
S -2.009 -1.515 0.185 -0.9 0.1 -0.5 -0.47
C 0.594 -0.009 -1.228 2.0 5.4 -1.3 0.34
S 0.201 -2.253 2.065 1.8 0.6 -1.9 -0.31
H -0.241 2.489 -1.118 0.5 -1.0 0.7 0.22
H 1.217 2.255 -0.164 1.1 0.0 0.8 0.28
O 1.221 -0.083 -2.264 -1.1 0.1 0.1 -0.55
C -0.367 -1.373 0.392 -1.3 -1.7 2.7 0.34
N 0.518 -0.807 -0.251 1.5 -1.8 1.2 -0.37
H -1.004 -2.019 2.388 -2.0 0.0 1.1 0.10
```
Positions in Å, forces in eV/Å.

Summary:
Energy above the lowest of the compared OMol25 structures with the same formula, charge and spin, kJ/mol: 208.5
Net charge: -1
Maximum force, eV Å⁻¹: 5.9
Calculated total energy, a.u.: -1043.0739
LUMO, eV: 3.4
HOMO-LUMO gap, eV: 7.523

---

(2)
C3H4NS | ωB97M-V/def2-TZVPD

```
9
Properties=species:S:1:pos:R:3:forces:R:3:mulliken_charge:R:1
S 0.519 -0.724 -2.374 -0.2 2.7 -0.3 0.12
H -0.290 0.968 -0.856 0.4 -0.9 0.1 0.39
H -1.270 -0.788 0.353 2.4 -0.2 -0.4 0.46
H 1.364 0.664 -0.583 0.1 -1.0 0.8 0.39
N -0.141 -0.745 0.418 -2.8 1.8 -2.7 -0.21
C 0.671 -2.225 -2.046 0.1 -3.4 1.4 -0.01
H -0.129 -0.133 1.202 0.6 0.6 2.0 0.39
C 0.293 -2.029 0.581 1.0 -2.5 0.0 -0.03
C 0.427 0.107 -0.724 -1.5 2.8 -0.9 -0.51
```
Positions in Å, forces in eV/Å.

Summary:
Energy above the lowest of the compared OMol25 structures with the same formula, charge and spin, kJ/mol: 914.8
Net charge: +1
Maximum force, eV Å⁻¹: 4.3
Calculated total energy, a.u.: -568.9991
LUMO (alpha / beta), eV: -6.2 / -6.9
HOMO-LUMO gap (alpha / beta), eV: 7.461 / 7.293

---

(3)
C3H4NS | ωB97M-V/def2-TZVPD

```
9
Properties=species:S:1:pos:R:3:forces:R:3:mulliken_charge:R:1
H 1.144 0.839 -0.778 0.8 0.5 -1.5 0.36
C -2.023 0.815 -0.038 3.3 2.1 0.1 0.01
S -1.755 -0.872 -0.002 0.6 -1.7 0.2 0.09
H 0.581 -1.356 -0.964 -0.6 0.9 1.3 0.35
C -0.762 1.090 -0.041 -1.0 -0.4 0.1 -0.02
H 0.775 -1.268 0.930 -2.0 0.2 -2.2 0.35
C 0.168 -0.859 -0.023 2.8 -2.1 1.8 -0.42
H 1.232 0.996 0.880 -1.6 -1.2 -1.4 0.43
N 0.639 0.615 0.037 -2.3 1.7 1.7 -0.15
```
Positions in Å, forces in eV/Å.

Summary:
Energy above the lowest of the compared OMol25 structures with the same formula, charge and spin, kJ/mol: 548.0
Net charge: +1
Maximum force, eV Å⁻¹: 3.9
Calculated total energy, a.u.: -569.1388
SMILES string: C1#S2=C1[NH2+]C2
LUMO, eV: -6.3
HOMO-LUMO gap, eV: 7.645